[1]
C19H23F4N4O2Zr | the ωB97M-V functional and the def2-TZVPD basis

Each line ends with the Löwdin charge.
Atoms and positions in Å:
Zr  0.348  -0.650  -0.304  1.97
C  2.601  -1.639  -1.821  -0.04
C  2.582  -0.117  -1.982  -0.18
N  2.062  0.568  -0.755  -0.35
C  2.922  0.362  0.465  -0.22
C  4.382  0.753  0.293  -0.02
C  1.659  1.988  -0.989  -0.11
C  0.352  2.005  -1.772  -0.13
N  -0.443  0.826  -1.345  -0.15
C  -1.700  0.587  -1.974  -0.15
C  -2.104  -0.736  -2.076  -0.07
F  -1.164  -1.661  -1.488  -0.07
C  -3.255  -1.195  -2.661  -0.20
F  -3.519  -2.480  -2.700  0.18
C  -4.101  -0.240  -3.209  0.16
C  -3.752  1.095  -3.127  -0.17
F  -4.539  2.013  -3.632  0.19
C  -2.570  1.525  -2.510  -0.13
F  -2.301  2.819  -2.439  0.15
H  2.864  -2.096  -2.776  0.13
H  1.619  -2.137  -1.616  0.06
H  3.314  -1.996  -1.078  0.11
H  1.944  0.178  -2.816  0.13
H  3.588  0.243  -2.202  0.15
H  2.866  -0.705  0.751  0.11
H  2.463  0.943  1.269  0.13
H  4.911  0.101  -0.401  0.09
H  4.880  0.673  1.258  0.11
H  4.471  1.786  -0.043  0.10
H  2.447  2.532  -1.512  0.16
H  1.525  2.449  -0.010  0.14
H  0.505  1.938  -2.852  0.15
H  -0.182  2.934  -1.580  0.14
H  -5.022  -0.537  -3.695  0.17
O  3.623  -3.543  5.915  0.01
C  2.372  -4.126  5.771  -0.20
N  1.391  -3.125  5.302  0.14
C  1.394  -2.698  4.047  -0.43
O  2.088  -3.138  3.140  0.06
C  0.452  -1.557  3.667  -0.04
C  -0.269  -0.672  4.464  0.09
C  -1.005  0.358  3.871  0.04
C  -1.015  0.500  2.502  -0.05
N  -0.324  -0.366  1.722  -0.13
C  0.376  -1.354  2.309  -0.12
H  4.216  -3.848  5.222  0.11
H  2.014  -4.468  6.740  0.14
H  2.365  -4.953  5.064  0.14
H  0.814  -2.677  5.995  0.15
H  -0.260  -0.750  5.545  0.15
H  -1.565  1.055  4.481  0.14
H  -1.568  1.282  2.000  0.14
H  0.971  -2.067  1.707  0.12

## Properties
* calculated total energy: -42254.09218 eV
* orbital gap: 0.2223 hartree
* net charge: +3



[2]
C19H23F6MoO2 | the ωB97M-V functional and the def2-TZVPD basis

Each line ends with the Löwdin charge.
Atoms and positions in Å:
Mo  0.011  -0.220  0.141  1.51
C  1.933  0.146  1.473  -0.19
C  2.379  -0.665  0.373  -0.18
C  2.284  0.121  -0.821  -0.18
H  2.845  -1.635  0.460  0.09
C  1.721  1.379  -0.473  -0.23
C  1.520  1.408  0.942  -0.23
H  1.238  2.266  1.548  0.10
H  2.007  -0.107  2.517  0.10
H  2.710  -0.148  -1.785  0.09
H  1.594  2.224  -1.166  0.10
C  -2.223  -0.004  0.943  -0.20
C  -1.451  1.138  1.332  -0.23
C  -1.174  1.896  0.148  -0.25
H  -1.246  1.444  2.362  0.11
C  -1.743  1.216  -0.962  -0.20
C  -2.376  0.026  -0.482  -0.17
H  -2.970  -0.668  -1.067  0.10
H  -2.726  -0.694  1.612  0.09
H  -0.738  2.897  0.116  0.10
H  -1.832  1.609  -1.977  0.07
O  -0.076  -1.635  -1.104  -0.48
C  -0.255  -0.507  -4.295  -0.32
C  0.342  -1.767  -3.781  -0.16
C  0.547  0.727  -4.125  -0.09
C  -1.739  -0.450  -4.231  -0.08
C  0.409  -2.323  -2.239  -0.26
H  1.401  -1.775  -4.084  0.09
H  -0.215  -2.586  -4.266  0.09
H  -0.128  -3.283  -2.191  0.09
H  1.458  -2.545  -1.986  0.09
H  0.740  1.319  -5.026  0.07
H  1.533  0.454  -3.718  0.06
H  0.050  1.411  -3.417  0.06
H  -2.279  -0.510  -5.182  0.07
H  -2.080  0.475  -3.745  0.06
H  -2.079  -1.311  -3.628  0.08
C  -1.286  -3.555  1.830  0.01
C  -0.272  -2.588  2.402  -0.42
O  -0.137  -1.368  1.764  -0.35
C  -0.701  -2.110  3.847  -0.49
F  -0.738  -3.080  4.790  0.13
F  0.096  -1.109  4.308  0.13
F  -1.965  -1.592  3.735  0.11
C  1.126  -3.304  2.436  -0.50
F  1.090  -4.516  3.046  0.12
F  1.527  -3.511  1.138  0.11
F  2.083  -2.557  3.039  0.13
H  -2.229  -3.038  1.636  0.09
H  -1.451  -4.378  2.538  0.09
H  -0.901  -3.969  0.885  0.10

## Properties
* multiplicity: 3
* calculated total energy: -42328.96198 eV
* orbital gap (alpha / beta): 0.1737 / 0.1823 hartree
* net charge: -1



[3]
C19H23FN4O3 | the ωB97M-V functional and the def2-TZVPD basis

Each line ends with the Löwdin charge.
Atoms and positions in Å:
C  6.000  -3.890  4.079  -0.12
O  4.800  -3.582  3.424  -0.19
C  4.964  -3.420  2.033  -0.19
C  3.645  -3.115  1.410  -0.28
C  2.580  -2.385  1.967  0.03
C  1.605  -2.387  0.993  -0.24
C  0.244  -1.777  0.926  -0.09
N  0.212  -0.641  0.016  0.10
C  0.196  -0.819  -1.319  -0.46
O  0.177  -1.923  -1.830  0.06
C  0.153  0.455  -2.161  -0.18
C  1.223  1.485  -1.759  -0.12
C  0.603  2.766  -1.185  -0.08
C  -0.528  2.469  -0.224  -0.48
O  -0.600  2.924  0.902  0.06
N  -1.453  1.630  -0.743  -0.06
C  -2.633  1.268  0.021  -0.08
C  -3.843  1.999  -0.499  -0.13
C  -4.035  3.344  -0.208  -0.02
C  -5.123  4.031  -0.715  -0.08
C  -6.042  3.383  -1.524  -0.08
C  -5.871  2.045  -1.832  -0.01
C  -4.774  1.379  -1.320  -0.23
F  -4.608  0.071  -1.633  0.06
C  -1.254  1.071  -2.056  -0.09
N  2.114  -3.077  -0.052  0.03
N  3.342  -3.520  0.186  0.09
H  6.743  -3.091  3.948  0.09
H  5.762  -3.994  5.135  0.09
H  6.430  -4.829  3.706  0.09
H  5.671  -2.594  1.834  0.13
H  5.377  -4.331  1.576  0.13
H  2.543  -1.951  2.944  0.11
H  -0.467  -2.521  0.550  0.13
H  -0.067  -1.439  1.914  0.13
H  0.308  0.279  0.412  0.13
H  0.301  0.130  -3.194  0.15
H  1.902  1.050  -1.023  0.12
H  1.827  1.750  -2.628  0.12
H  1.356  3.357  -0.664  0.13
H  0.197  3.375  -1.996  0.13
H  -2.780  0.185  -0.032  0.13
H  -2.440  1.564  1.056  0.13
H  -3.316  3.844  0.424  0.12
H  -5.257  5.075  -0.476  0.10
H  -6.893  3.918  -1.917  0.10
H  -6.569  1.515  -2.461  0.12
H  -1.370  1.844  -2.827  0.14
H  -2.009  0.303  -2.233  0.14
H  1.657  -3.222  -0.943  0.14

## Properties
* calculated total energy: -34897.26137 eV
* orbital gap: 0.3529 hartree



[4]
C19H23IN5O4RuS | the ωB97M-V functional and the def2-TZVPD basis

Each line ends with the Löwdin charge.
Atoms and positions in Å:
C  4.142  -0.407  -0.881  -0.45
I  3.572  1.660  -2.394  -0.08
H  4.770  -1.124  -0.329  0.00
H  4.160  0.576  -0.319  -0.09
H  4.394  -0.586  -1.978  -0.07
C  -1.419  -0.124  -3.526  -0.10
C  -0.627  -1.116  -3.932  -0.09
N  0.557  -1.022  -3.226  -0.12
C  0.497  0.031  -2.327  -0.26
N  -0.756  0.555  -2.551  -0.15
H  -2.421  0.146  -3.844  0.12
H  -0.768  -1.900  -4.692  0.11
C  1.802  2.506  2.971  -0.08
C  1.826  1.036  1.261  -0.21
N  1.439  2.273  1.671  -0.13
H  2.814  1.134  4.376  0.10
N  2.345  0.469  2.382  -0.12
H  1.610  3.446  3.470  0.11
Ru  0.945  0.091  -0.347  1.04
C  2.430  -1.156  -0.659  -0.49
O  2.410  -2.375  -0.652  -0.11
C  2.385  1.373  3.413  -0.09
C  2.899  -0.879  2.489  -0.02
H  3.019  -1.069  3.559  0.08
H  3.874  -0.947  2.001  0.08
H  2.222  -1.618  2.068  0.08
C  0.729  3.254  0.851  -0.04
H  0.854  4.232  1.336  0.08
H  -0.339  2.996  0.826  0.06
H  1.140  3.271  -0.167  0.07
C  -1.243  1.809  -1.990  -0.04
H  -1.101  2.627  -2.713  0.09
H  -0.672  2.021  -1.086  0.03
H  -2.300  1.701  -1.726  0.08
C  1.731  -1.793  -3.588  -0.05
H  2.600  -1.135  -3.681  0.06
H  1.509  -2.244  -4.564  0.08
H  1.920  -2.583  -2.862  0.07
O  -3.440  2.111  0.489  -0.37
S  -2.841  1.336  1.555  0.63
O  -2.760  1.869  2.885  -0.35
N  -1.318  0.818  1.045  -0.05
C  -1.303  -0.498  0.918  -0.50
O  -0.256  -1.117  0.454  -0.22
C  -2.530  -1.211  1.227  -0.18
C  -2.815  -2.569  1.026  -0.08
C  -4.113  -3.015  1.231  -0.17
C  -5.140  -2.094  1.598  -0.13
C  -4.813  -0.729  1.751  -0.14
C  -3.522  -0.307  1.561  -0.31
H  -2.003  -3.230  0.734  0.09
H  -4.380  -4.074  1.114  0.06
H  -6.147  -2.435  1.748  0.07
H  -5.571  0.013  2.020  0.09

## Properties
* multiplicity: 6
* calculated total energy: -57225.57230 eV
* orbital gap (alpha / beta): 0.1199 / 0.1329 hartree
* net charge: -2



[5]
C19H23IrN3O7P2S | the ωB97M-V functional and the def2-TZVPD basis

Each line ends with the Löwdin charge.
Atoms and positions in Å:
Ir  -0.364  -0.979  -0.229  1.30
N  0.827  2.203  2.686  0.15
C  -0.561  2.377  2.093  -0.49
C  -1.202  3.604  2.711  -0.09
P  -0.343  2.604  0.237  0.33
O  1.048  3.507  0.364  -0.19
O  -1.412  3.484  -0.270  -0.29
O  0.068  1.317  -0.410  -0.38
P  -1.325  0.759  2.573  0.33
O  -0.926  0.884  4.171  -0.17
O  -2.781  0.732  2.418  -0.25
O  -0.322  -0.214  1.987  -0.40
H  1.490  2.825  2.214  0.13
H  1.058  1.204  2.546  0.11
H  0.792  2.376  3.689  0.14
H  -0.655  4.514  2.452  0.08
H  -1.263  3.504  3.797  0.08
H  -2.210  3.696  2.313  0.09
H  0.896  4.339  -0.096  0.07
H  -1.448  0.259  4.687  0.08
S  3.614  -2.691  -1.589  1.12
C  4.049  -1.562  -0.345  -0.46
C  5.304  -1.262  0.173  -0.10
C  5.411  -0.214  1.068  -0.10
C  4.290  0.553  1.401  -0.08
C  3.047  0.239  0.894  -0.01
C  2.911  -0.861  0.063  -0.26
N  1.731  -1.275  -0.529  -0.03
C  1.966  -2.159  -1.468  -0.51
C  0.877  -2.578  -2.306  -0.25
C  1.014  -3.443  -3.395  -0.07
C  -0.101  -3.782  -4.126  -0.11
C  -1.345  -3.271  -3.738  -0.08
C  -1.475  -2.422  -2.655  -0.08
C  -0.353  -2.018  -1.916  -0.23
H  6.179  -1.821  -0.134  0.10
H  6.379  0.041  1.480  0.10
H  4.414  1.421  2.039  0.10
H  2.172  0.848  1.002  0.07
H  1.988  -3.844  -3.657  0.09
H  -0.021  -4.448  -4.976  0.09
H  -2.232  -3.563  -4.290  0.10
H  -2.448  -2.076  -2.336  0.08
N  -0.234  -3.802  0.981  0.00
C  -0.315  -2.726  0.558  -0.45
C  -4.485  0.129  -0.362  -0.06
C  -3.004  0.283  -0.686  -0.59
C  -2.825  0.642  -2.162  -0.08
O  -2.365  -0.916  -0.342  -0.39
H  -5.044  1.022  -0.660  0.07
H  -4.617  -0.042  0.701  0.06
H  -4.882  -0.732  -0.909  0.07
H  -2.615  1.130  -0.112  0.07
H  -3.272  -0.127  -2.801  0.06
H  -1.768  0.735  -2.420  0.06
H  -3.313  1.596  -2.378  0.07

## Properties
* calculated total energy: -71139.76372 eV
* orbital gap: 0.2385 hartree
* net charge: -1



[6]
C19H23N3O2 | the ωB97M-V functional and the def2-TZVPD basis

Each line ends with the Löwdin charge.
Atoms and positions in Å:
C  -4.203  2.876  1.689  -0.09
C  -2.743  3.148  1.674  -0.23
C  -1.778  2.154  1.693  -0.17
N  -0.464  2.294  1.697  0.05
C  0.051  3.571  1.681  -0.59
O  1.244  3.846  1.678  -0.03
N  -0.895  4.601  1.671  0.17
C  -2.274  4.522  1.671  -0.47
O  -2.948  5.553  1.675  0.00
H  -4.744  3.826  1.695  0.07
H  -4.519  2.294  0.811  0.07
H  -4.494  2.295  2.575  0.07
H  -2.103  1.104  1.709  0.10
H  -0.504  5.530  1.672  0.15
C  0.164  -1.931  -5.009  -0.20
C  1.374  -1.005  -4.967  -0.18
C  1.320  -0.045  -3.779  -0.13
N  1.044  -0.734  -2.514  -0.07
C  1.536  -0.283  -1.359  0.02
C  1.471  -1.013  -0.156  -0.06
C  1.587  -0.447  1.099  0.04
C  1.418  -1.198  2.316  -0.21
C  1.039  -0.532  3.509  0.00
C  0.750  -1.243  4.670  -0.06
C  0.859  -2.644  4.686  -0.06
C  1.258  -3.324  3.524  -0.08
C  1.542  -2.616  2.356  -0.03
C  -0.106  -1.640  -2.541  -0.13
C  0.006  -2.648  -3.676  -0.18
H  -0.739  -1.344  -5.219  0.12
H  0.283  -2.663  -5.812  0.12
H  2.288  -1.608  -4.898  0.12
H  1.435  -0.418  -5.888  0.12
H  2.269  0.497  -3.690  0.13
H  0.514  0.685  -3.965  0.14
H  2.043  0.690  -1.374  0.16
H  1.300  -2.095  -0.224  0.10
H  1.748  0.631  1.179  0.12
H  0.940  0.555  3.464  0.12
H  0.439  -0.705  5.567  0.11
H  0.637  -3.201  5.597  0.11
H  1.343  -4.413  3.528  0.11
H  1.848  -3.147  1.453  0.11
H  -0.203  -2.158  -1.584  0.12
H  -1.018  -1.038  -2.709  0.15
H  -0.888  -3.279  -3.676  0.12
H  0.872  -3.298  -3.501  0.12

## Properties
* calculated total energy: -28640.33077 eV
* orbital gap: 0.1414 hartree



[7]
C19H23N3O2 | the ωB97M-V functional and the def2-TZVPD basis

Each line ends with the Löwdin charge.
Atoms and positions in Å:
C  0.783  3.933  1.116  -0.11
C  1.259  2.487  1.102  -0.23
C  1.904  2.124  -0.240  -0.15
N  2.321  0.751  -0.285  0.02
C  1.522  -0.355  -0.479  -0.34
N  0.193  -0.236  -0.675  0.09
C  -0.620  -1.373  -1.041  -0.12
C  -1.910  -1.367  -0.262  -0.13
C  -2.211  -2.389  0.624  -0.04
C  -3.399  -2.373  1.325  -0.08
C  -4.284  -1.321  1.167  -0.03
C  -3.996  -0.270  0.305  -0.19
O  -4.815  0.819  0.144  -0.11
C  -6.031  0.859  0.849  -0.08
C  -2.801  -0.304  -0.436  -0.15
O  -2.394  0.672  -1.315  -0.10
C  -3.355  1.388  -2.061  -0.06
N  2.168  -1.490  -0.405  0.16
C  3.469  -1.150  -0.128  -0.23
C  4.584  -1.954  0.060  -0.03
C  5.789  -1.334  0.336  -0.11
C  5.894  0.051  0.426  -0.11
C  4.793  0.871  0.240  -0.03
C  3.588  0.257  -0.037  -0.16
H  1.615  4.612  0.940  0.07
H  0.338  4.177  2.077  0.07
H  0.037  4.097  0.341  0.07
H  1.990  2.327  1.897  0.11
H  0.417  1.816  1.286  0.11
H  1.197  2.315  -1.056  0.13
H  2.785  2.749  -0.409  0.12
H  -0.198  0.666  -0.892  0.12
H  -0.845  -1.350  -2.118  0.13
H  -0.034  -2.265  -0.818  0.11
H  -1.510  -3.199  0.752  0.11
H  -3.643  -3.173  2.007  0.10
H  -5.199  -1.318  1.736  0.10
H  -6.507  1.793  0.552  0.10
H  -6.682  0.021  0.580  0.10
H  -5.870  0.865  1.931  0.10
H  -3.818  2.181  -1.471  0.09
H  -2.807  1.827  -2.896  0.09
H  -4.134  0.728  -2.449  0.10
H  4.503  -3.027  -0.009  0.11
H  6.673  -1.936  0.487  0.09
H  6.853  0.497  0.646  0.09
H  4.882  1.945  0.315  0.10

## Properties
* calculated total energy: -28641.59602 eV
* orbital gap: 0.2904 hartree



[8]
C19H23N3O2S | the ωB97M-V functional and the def2-TZVPD basis

Each line ends with the Löwdin charge.
Atoms and positions in Å:
C  -3.748  -1.945  -1.510  -0.03
C  -3.002  -1.659  -0.176  -0.49
C  -2.488  -3.074  0.261  -0.08
C  -3.942  -1.286  1.007  -0.04
C  -1.879  -0.578  -0.292  -0.08
C  -0.548  -0.893  -0.096  0.03
C  0.472  0.078  -0.232  -0.16
C  1.874  -0.319  -0.016  -0.23
C  2.893  0.130  -0.839  -0.33
S  4.469  -0.585  -0.510  1.05
C  3.795  -1.405  0.878  -0.57
N  4.531  -2.119  1.679  0.13
C  3.775  -2.685  2.739  -0.47
O  4.342  -3.405  3.539  0.05
C  2.368  -2.343  2.981  -0.01
N  1.687  -1.651  2.098  0.15
N  2.399  -1.170  0.986  -0.04
C  0.116  1.347  -0.661  0.02
C  -1.214  1.740  -0.866  -0.08
C  -1.585  3.195  -1.253  -0.49
C  -2.159  3.171  -2.715  -0.04
C  -2.612  3.882  -0.312  -0.04
C  -0.333  4.115  -1.243  -0.07
C  -2.200  0.734  -0.732  -0.18
O  -3.506  1.009  -1.035  0.04
H  -3.098  -1.851  -2.377  0.10
H  -4.587  -1.237  -1.652  0.08
H  -4.124  -2.962  -1.536  0.08
H  -1.782  -3.498  -0.452  0.08
H  -2.015  -3.016  1.231  0.08
H  -3.312  -3.803  0.374  0.09
H  -4.677  -2.075  1.238  0.09
H  -3.339  -1.101  1.935  0.11
H  -4.517  -0.411  0.800  0.06
H  -0.234  -1.897  0.172  0.10
H  2.664  0.745  -1.707  0.08
H  1.923  -2.760  3.870  0.12
H  0.908  2.086  -0.674  0.11
H  -2.156  4.180  -3.162  0.08
H  -3.193  2.804  -2.705  0.07
H  -1.545  2.495  -3.331  0.09
H  -2.686  4.928  -0.546  0.08
H  -3.603  3.481  -0.402  0.07
H  -2.324  3.739  0.720  0.09
H  0.084  4.193  -0.236  0.09
H  0.414  3.804  -1.963  0.08
H  -0.648  5.087  -1.586  0.07
H  -4.034  0.192  -0.903  0.06

## Properties
* calculated total energy: -39475.64718 eV
* orbital gap: 0.2980 hartree



In eV Å⁻¹, the largest force on an atom values for the records above are, in order, 0.2; 4.7; 0.8; 4.9; 0.8; 1.7; 0.7; 3.3.
In kcal per mole, the energy relative to the best compared isomer or geometry (same formula, charge and spin) values for the records above are, in order, 3.6; 16.5; 3.7; 60.1; 32.6; 75.3; 46.2; 78.6.